No. 1
The following is a DFT calculation (ωB97M-V/def2-TZVPD) of a 4-piece molecular cluster, C22H22F3N2 overall.

XYZ file:
```
49
Properties=species:S:1:pos:R:3:forces:R:3
C -1.17235 -0.18919 -3.36256 0.021 0.344 -0.192
C -2.64065 -0.03795 -3.53170 -0.056 0.083 0.012
C -3.62619 -0.92461 -3.82200 0.289 -0.124 0.021
N -4.81280 -0.22512 -3.85659 -0.108 -0.081 -0.026
C -4.58756 1.05297 -3.59708 -0.025 0.059 0.024
N -3.28109 1.18424 -3.39581 0.041 -0.017 0.033
H -0.92353 -0.42444 -2.32997 0.061 -0.097 -0.064
H -0.67982 0.74994 -3.62421 0.040 -0.057 0.029
H -0.79079 -0.95088 -4.03938 -0.010 -0.092 0.150
H -3.54942 -1.98397 -3.99448 -0.162 0.037 -0.038
H -5.71800 -0.62038 -4.06352 -0.009 0.033 0.022
H -5.32525 1.83831 -3.56178 0.054 -0.055 0.001
H -2.81669 2.05044 -3.16387 -0.022 0.017 -0.022
F -1.23755 -1.22763 -0.39236 -0.114 -0.024 0.030
C -1.76526 -0.55542 0.66225 0.015 -0.023 0.144
C -2.87863 0.23445 0.46655 -0.019 0.028 -0.121
C -3.39894 0.92874 1.55136 0.029 -0.019 0.031
C -2.80297 0.82104 2.79935 0.003 0.004 0.004
C -1.68483 0.01363 2.96615 -0.044 0.048 -0.011
C -1.15626 -0.68551 1.89176 0.074 -0.060 0.019
H -3.33077 0.29758 -0.51585 -0.005 -0.032 0.003
H -4.27535 1.54964 1.42172 -0.003 0.006 -0.003
H -3.21145 1.36167 3.64172 0.001 0.002 0.003
H -1.21775 -0.07439 3.93756 0.001 -0.021 0.005
H -0.28935 -1.32195 2.00197 0.013 -0.031 0.000
F 0.92855 -2.77259 3.76208 -0.010 0.020 -0.019
C 2.08810 -2.19279 3.37344 0.049 0.027 -0.029
C 2.77756 -2.73478 2.30592 -0.052 -0.043 -0.057
C 3.95765 -2.12538 1.90285 -0.008 -0.051 0.149
C 4.43114 -1.00520 2.57231 0.024 0.004 -0.022
C 3.72044 -0.48588 3.64450 -0.010 -0.009 -0.044
C 2.53215 -1.07727 4.05276 -0.049 0.055 0.042
H 2.39037 -3.61167 1.80406 -0.001 -0.010 0.028
H 4.50344 -2.52632 1.06132 0.021 -0.016 -0.003
H 5.35009 -0.53395 2.25186 0.007 -0.003 0.001
H 4.08938 0.38548 4.16851 -0.005 0.008 0.005
H 1.95984 -0.68753 4.88396 0.006 -0.029 0.011
F 4.27854 -0.49979 -0.57689 -0.036 0.123 -0.154
C 3.32030 0.44063 -0.70582 -0.043 -0.012 0.074
C 2.15916 0.30796 0.03184 -0.024 -0.083 0.024
C 1.17942 1.27987 -0.09666 -0.010 0.091 -0.072
C 1.36601 2.35877 -0.95245 -0.016 -0.044 -0.041
C 2.54249 2.46585 -1.68254 -0.034 -0.024 -0.006
C 3.53475 1.50243 -1.56147 0.055 0.019 -0.047
H 2.03605 -0.53923 0.69268 0.031 -0.007 0.033
H 0.27092 1.19562 0.48447 -0.002 0.031 0.024
H 0.60001 3.11831 -1.04473 0.019 0.030 0.036
H 2.69467 3.30530 -2.34787 0.021 0.013 0.007
H 4.46222 1.57094 -2.11341 0.002 -0.017 0.007
```
Positions in Å, forces in eV/Å.

## Properties
Total charge   +1
E_LUMO   -3.01 eV
Strongest force on any atom   0.395 eV Å⁻¹
Energy above the lowest of the compared OMol25 structures with the same formula, charge and spin   0.000 eV
M   371.43 g/mol
HOMO energy   -11.01 eV
DFT total energy   -1260.41916 Ha
Kohn-Sham gap   8.00 eV

Atom charges from the natural (NBO) analysis, given in e for atoms 1 to 2: atom 1 (C): -0.6682, atom 2 (C): 0.1771

No. 2
The following is a DFT calculation (ωB97M-V/def2-TZVPD) of C5H10B2F3LiO4 as an isolated structure.

XYZ file:
```
25
Properties=species:S:1:pos:R:3:forces:R:3
O 0.57433 2.60843 1.10394 -0.277 -0.185 -0.108
B -0.26441 1.95361 0.22264 0.235 0.203 0.173
O -0.95894 2.72588 -0.67159 0.815 0.155 0.066
C -0.46894 0.36960 0.28680 -0.342 -0.153 -0.223
C 0.78856 -0.46946 0.61039 0.090 0.028 -0.236
C 2.12108 -0.08148 -0.05784 0.173 -0.264 0.227
C 2.33459 -0.61836 -1.45763 -0.030 -0.011 -0.054
F 2.58475 -1.94816 -1.42914 -0.029 0.036 0.037
F 1.30328 -0.44199 -2.28520 0.016 0.127 0.006
F 3.41044 -0.03733 -2.04000 -0.036 -0.044 0.136
C -1.57176 0.03261 1.36296 0.035 -0.191 0.027
O -2.56158 -0.72809 0.68556 -0.474 -0.083 0.398
B -1.98217 -1.11629 -0.67699 0.876 -0.163 -0.461
O -1.09341 0.00470 -0.93387 0.073 0.010 -0.182
H 1.06396 1.98810 1.65307 -0.115 0.105 0.102
H -0.89672 2.35057 -1.55961 -0.627 -0.319 0.211
H 0.57551 -1.51777 0.36290 -0.054 0.153 0.141
H 0.93902 -0.43051 1.69846 0.089 -0.005 -0.156
H 2.32340 0.99301 -0.05614 -0.185 -0.055 -0.147
H 2.92940 -0.54790 0.52028 -0.060 0.177 -0.096
H -1.17316 -0.59000 2.17733 0.131 0.298 -0.035
H -2.01327 0.94231 1.78966 -0.109 -0.201 -0.052
H -1.31650 -2.16887 -0.58623 -0.342 -0.102 0.311
H -2.85829 -1.27239 -1.52169 -0.267 0.125 0.254
Li -3.78917 -2.00021 0.80195 0.414 0.358 -0.340
```
Positions in Å, forces in eV/Å.

## Properties
E_LUMO   -1.22 eV
Strongest force on any atom   1.003 eV Å⁻¹
M   219.69 g/mol
HOMO energy   -8.36 eV
DFT total energy   -854.49559 Ha
Kohn-Sham gap   7.14 eV

Atom charges from the natural (NBO) analysis, given in e for atoms 1 to 2: atom 1 (O): -0.8775, atom 2 (B): 1.1260

No. 3
The following is a DFT calculation (ωB97M-V/def2-TZVPD) of C40H30FFeIN6O7 as an isolated structure.

XYZ file:
```
86
Properties=species:S:1:pos:R:3:forces:R:3
Fe -1.90654 -0.23230 -0.21582 0.542 -0.386 0.839
C -3.00790 -3.47483 2.82581 -0.032 -0.041 -0.033
C -2.80093 -2.10588 3.39105 -0.014 -0.082 -0.074
N -2.66482 -1.97158 4.68357 -0.003 0.009 0.068
C -2.52368 -0.73838 5.21289 -0.009 0.091 0.074
C -2.51650 0.41461 4.47614 0.022 -0.040 -0.045
C -2.39967 1.75254 5.15626 0.122 -0.027 0.069
O -3.51843 2.59239 4.91225 -0.152 0.034 0.051
C -2.61603 0.29391 3.06636 0.032 0.173 0.097
C -2.71502 1.46102 2.22807 -0.065 -0.189 -0.007
N -2.59377 1.46096 0.93920 0.074 0.260 -0.239
C -3.05464 2.63563 0.27295 -0.028 0.104 -0.065
C -4.20891 3.30263 0.67877 0.077 -0.056 -0.046
C -4.67152 4.39397 -0.03528 0.047 -0.010 -0.049
C -4.00665 4.81224 -1.17986 0.002 -0.019 0.044
C -2.86820 4.14877 -1.60872 -0.055 0.042 0.062
C -2.40234 3.08176 -0.86882 -0.170 -0.076 0.078
I -3.53674 -0.24374 -2.11067 -0.282 0.035 -0.324
C -2.75000 -0.98183 2.50486 0.061 0.150 0.088
O -2.82083 -1.17593 1.22757 -0.196 -0.193 -0.349
H -3.02477 -4.19916 3.63599 0.001 0.005 -0.009
H -3.94727 -3.51992 2.27385 -0.034 -0.009 -0.021
H -2.22129 -3.73917 2.11749 0.019 -0.004 -0.003
H -2.42528 -0.70174 6.29011 0.014 0.025 0.071
H -2.25091 1.59795 6.22928 0.013 0.008 -0.042
H -1.53473 2.31093 4.78956 -0.007 -0.034 -0.017
H -4.28464 2.21070 5.35560 0.006 0.038 -0.037
H -2.97362 2.39779 2.71876 -0.019 -0.038 0.021
H -4.76419 2.93420 1.53004 -0.031 -0.010 0.031
H -5.57020 4.89926 0.28597 -0.038 0.024 0.012
H -4.38178 5.64811 -1.75164 -0.019 0.038 -0.015
H -2.34640 4.45841 -2.50183 -0.002 0.000 0.008
O 2.63107 -5.87860 2.49737 0.451 -0.136 -0.144
N 1.55505 -5.75069 1.96758 -0.375 0.258 0.739
O 0.76729 -6.64330 1.75043 -0.110 -0.269 -0.362
C 1.09391 -4.37011 1.72590 0.109 0.131 -0.177
C 1.55580 -3.43757 2.57984 -0.098 0.040 -0.095
C 1.13845 -2.07534 2.44907 -0.023 -0.051 -0.085
C 1.61323 -1.06121 3.29784 -0.031 0.045 0.002
C 1.21161 0.22974 3.08585 0.002 -0.046 -0.005
C 0.31697 0.49198 2.04093 0.118 -0.054 -0.018
N -0.16280 -0.44347 1.25044 -0.044 -0.304 0.078
C 0.24110 -1.72485 1.43547 -0.069 0.106 -0.028
C -0.26487 -2.74838 0.54112 0.124 0.176 0.124
N -1.14958 -2.36130 -0.39820 0.029 0.232 -0.095
C -1.58308 -3.23714 -1.27213 -0.168 -0.151 -0.196
C -1.15778 -4.57118 -1.27290 0.058 -0.001 0.113
C -0.28579 -4.99937 -0.30713 -0.026 0.063 -0.028
C 0.17847 -4.07437 0.65378 0.004 -0.024 0.013
H 2.24709 -3.72131 3.36094 0.001 0.006 -0.005
H 2.29000 -1.31277 4.10272 0.045 -0.004 0.030
H 1.55920 1.03808 3.71042 0.022 0.050 0.021
H -0.01646 1.50310 1.84687 -0.031 0.052 0.001
H -2.29922 -2.87508 -2.00365 0.081 -0.052 0.075
H -1.53491 -5.24898 -2.02328 -0.003 -0.033 -0.028
H 0.03670 -6.02825 -0.27342 -0.011 0.021 0.003
C 4.02887 4.03526 -3.79694 0.040 -0.007 -0.052
C 3.88781 2.57946 -4.20749 -0.039 0.000 -0.062
C 5.20847 1.83890 -4.09884 0.047 0.045 -0.002
C 5.05694 0.40882 -4.57814 0.018 0.013 -0.042
C 3.95966 -0.27718 -3.82039 -0.086 -0.013 0.050
C 3.97257 -1.64098 -3.63986 -0.059 -0.003 0.037
C 2.95088 -2.26716 -2.93256 -0.013 0.018 -0.005
F 3.01012 -3.59699 -2.77327 -0.019 0.013 -0.003
C 1.90613 -1.56873 -2.39951 0.072 0.033 -0.054
C 1.87454 -0.17828 -2.56335 0.002 0.047 -0.024
C 0.75334 0.56660 -1.97780 0.051 -0.282 0.183
O -0.10310 -0.07983 -1.33582 -0.126 0.325 -0.306
C 0.81017 1.97458 -2.15316 0.058 0.026 -0.067
C 1.86356 2.53629 -2.84034 -0.092 0.062 0.005
N 2.86077 1.86362 -3.39245 0.073 -0.027 -0.001
C 2.89976 0.46913 -3.26509 -0.020 -0.064 -0.024
C -0.17537 2.93542 -1.62953 0.118 0.056 0.199
O 0.00834 4.11627 -1.51217 0.061 -0.057 -0.147
O -1.32258 2.31219 -1.28183 -0.068 -0.016 0.032
H 4.90901 4.44150 -4.29088 0.014 0.020 -0.029
H 4.17394 4.13111 -2.72148 0.029 -0.001 0.060
H 3.18388 4.65043 -4.09645 -0.035 0.028 -0.009
H 3.54016 2.52569 -5.24477 0.037 0.001 0.013
H 5.55001 1.86438 -3.06066 0.022 -0.003 0.025
H 5.94748 2.36795 -4.69967 -0.002 0.002 0.003
H 5.98701 -0.14677 -4.46510 0.009 -0.002 0.013
H 4.81575 0.40541 -5.64551 0.014 0.000 -0.010
H 4.77969 -2.23804 -4.04039 0.040 -0.041 -0.019
H 1.11166 -2.06193 -1.86275 -0.050 -0.037 0.031
H 1.87732 3.60993 -2.94943 -0.029 -0.015 0.035
```
Positions in Å, forces in eV/Å.

## Properties
Total charge   +1
E_LUMO (spin up / spin down)   -3.42 / -3.89 eV
Expectation value of S²   8.763
Strongest force on any atom   1.071 eV Å⁻¹
Energy above the lowest of the compared OMol25 structures with the same formula, charge and spin   0.000 eV
M   908.46 g/mol
2S+1   6
HOMO energy (spin up / spin down)   -10.58 / -10.55 eV
DFT total energy   -4058.65688 Ha
Kohn-Sham gap (spin up / spin down)   7.15 / 6.65 eV

Atom charges from the Löwdin analysis, given in e for atoms 1 to 2: atom 1 (Fe): 0.6194, atom 2 (C): 0.0017

No. 4
The following is a DFT calculation (ωB97M-V/def2-TZVPD) of C32H40Cl4N9O3SSbV as an isolated structure.

XYZ file:
```
91
Properties=species:S:1:pos:R:3:forces:R:3
V -0.17469 0.16454 0.87071 0.726 1.278 0.064
Cl -4.95949 -0.74676 -3.70709 -0.123 -0.088 -0.135
C -4.10499 -0.18686 -2.32299 -0.109 0.096 0.118
C -4.61109 0.86164 -1.56479 0.092 -0.176 -0.160
Cl -6.11799 1.58364 -1.98189 -0.122 0.035 0.003
C -3.87189 1.35534 -0.48959 0.292 -0.105 -0.006
Cl -4.46189 2.68404 0.43471 0.005 0.195 0.173
C -2.61869 0.83154 -0.17069 -0.975 -0.719 -1.294
O -1.80149 1.32714 0.70661 0.319 0.424 0.679
C -2.14689 -0.31636 -0.88839 -1.585 0.910 -0.559
O -0.99799 -0.78546 -0.52849 0.496 -1.058 -0.058
C -2.89189 -0.77986 -1.97359 0.176 0.203 0.289
Cl -2.23849 -2.06896 -2.90739 -0.189 -0.352 -0.023
N -2.64849 0.56384 3.07661 0.099 -0.163 -0.332
C -1.85269 -0.47026 3.35461 -0.682 0.117 0.676
N -2.11449 -1.13956 4.47621 -0.069 -0.112 0.161
C -1.26649 -2.12456 4.78281 0.002 0.424 -0.438
N -1.44469 -2.75076 5.96811 -0.023 -0.130 0.068
N -0.23809 -2.49856 4.03251 0.368 -0.215 -0.084
C -0.06569 -1.80706 2.90401 -0.191 -0.412 0.473
N -0.82929 -0.76046 2.51701 0.176 -0.794 0.613
C 0.95871 -2.18196 1.97391 0.412 -0.521 0.438
C 1.69891 -3.36606 2.08801 -0.054 0.227 -0.135
C 2.53041 -3.73796 1.05671 -0.087 -0.022 0.111
C 2.59901 -2.90366 -0.06309 -0.276 0.420 0.219
C 1.91301 -1.70756 -0.05319 0.896 -0.569 -1.181
N 1.10911 -1.31986 0.93491 -0.570 0.160 0.833
H -3.51979 0.61234 3.57541 0.110 0.019 0.077
H -2.49469 1.05574 2.18431 -0.174 0.056 0.141
H -2.34099 -2.65116 6.41041 0.013 0.010 0.019
H -0.92439 -3.59846 6.10961 -0.038 -0.024 0.023
H 1.57271 -3.96906 2.97241 -0.049 -0.045 0.074
H 3.10591 -4.64856 1.10131 0.012 -0.121 0.021
H 3.18441 -3.17226 -0.92609 0.166 0.043 -0.105
H 2.00451 -1.02316 -0.88609 -0.029 -0.033 0.032
O 0.56421 1.60064 2.44261 -0.375 -0.111 -0.604
C 1.84441 2.06514 2.80771 0.672 0.174 0.117
C 2.66471 2.57024 1.62161 -0.240 -0.251 0.221
C 2.94831 1.45254 0.59751 -0.167 0.105 -0.092
C 2.11811 1.64154 -0.64219 0.596 -0.019 -0.116
C 2.71501 2.15864 -1.78679 -0.128 0.010 -0.123
C 1.94761 2.42344 -2.91119 -0.137 -0.035 0.281
C 0.58311 2.20634 -2.82359 0.224 0.153 0.066
C 0.06651 1.68764 -1.64929 -0.315 0.270 -0.428
N 0.80491 1.36524 -0.58579 0.671 0.291 -0.160
H -0.01859 2.38604 2.26951 -0.047 0.110 0.217
H 2.35951 1.22044 3.28361 -0.063 0.134 -0.050
H 1.75071 2.87774 3.54631 -0.061 -0.152 -0.114
H 3.60161 2.97744 2.00101 0.025 0.055 0.051
H 2.11681 3.38524 1.14291 0.063 0.082 0.053
H 2.71591 0.48344 1.04611 0.100 0.031 -0.025
H 4.00271 1.46224 0.31671 -0.075 -0.075 0.015
H 3.77531 2.37134 -1.78899 0.028 -0.083 0.057
H 2.39911 2.81264 -3.81169 0.030 0.033 -0.068
H -0.07669 2.45114 -3.64199 -0.097 -0.074 -0.022
H -1.00079 1.55164 -1.57269 0.058 -0.095 -0.002
C 4.05591 -1.36016 -3.36229 -0.061 0.017 -0.034
C 2.92901 -1.11076 -4.34839 -0.516 -0.056 0.038
Sb 0.88261 -1.37156 -3.52489 0.573 -0.265 -0.857
C -0.17039 -0.96226 -5.42519 0.089 -0.067 0.465
C 0.64091 -0.27766 -6.50379 -0.015 -0.013 -0.034
C 0.85231 -3.56006 -3.78089 0.017 0.509 0.177
C 1.51891 -4.11926 -5.02139 -0.036 0.018 0.031
H 5.02101 -1.18256 -3.84139 0.092 -0.010 0.105
H 4.05411 -2.38636 -3.00119 0.023 -0.153 0.088
H 3.97921 -0.69876 -2.49899 0.046 0.035 0.126
H 3.03531 -1.76906 -5.20769 -0.009 0.016 -0.155
H 2.99951 -0.08406 -4.70729 -0.114 0.073 -0.119
H -1.02679 -0.34456 -5.15969 -0.111 -0.037 0.086
H -0.56169 -1.90936 -5.79749 -0.054 -0.076 0.106
H 1.06881 0.65754 -6.14659 0.110 0.108 -0.034
H 0.00981 -0.04826 -7.36399 0.024 0.048 -0.083
H 1.45031 -0.91686 -6.84449 0.185 0.020 -0.092
H -0.20159 -3.83556 -3.77949 -0.075 0.032 0.139
H 1.30401 -3.98416 -2.88529 -0.072 -0.060 0.137
H 1.16751 -3.61896 -5.92169 -0.001 0.030 -0.159
H 1.28121 -5.17946 -5.11389 0.067 -0.095 -0.119
H 2.60141 -4.02336 -4.98029 0.113 0.026 -0.035
C -4.20529 3.69924 4.04901 -0.358 0.387 -0.250
N -3.03429 3.14504 4.66661 0.855 -0.229 0.019
C -2.99659 2.43444 5.84391 0.232 -0.308 0.436
C -1.72309 2.04224 6.05701 -0.398 -0.043 0.176
N -0.97719 2.52384 5.00971 -0.513 0.114 -0.046
C -1.78179 3.19804 4.14401 0.187 0.079 0.183
S -1.30799 3.97054 2.75491 0.135 0.580 -0.664
H -4.40529 4.70204 4.43351 -0.014 -0.051 -0.041
H -5.06769 3.06194 4.24121 0.062 -0.029 0.055
H -4.04209 3.76334 2.97351 0.049 -0.017 0.097
H -3.87829 2.25924 6.42091 -0.200 -0.044 0.177
H -1.28929 1.47524 6.85311 0.007 -0.152 0.137
H -0.00429 2.33484 4.83981 -0.097 0.098 -0.129
```
Positions in Å, forces in eV/Å.

## Properties
E_LUMO (spin up / spin down)   -0.19 / -0.18 eV
Expectation value of S²   0.775
Strongest force on any atom   1.911 eV Å⁻¹
M   945.32 g/mol
2S+1   2
HOMO energy (spin up / spin down)   -5.66 / -5.75 eV
DFT total energy   -5385.26272 Ha
Kohn-Sham gap (spin up / spin down)   5.47 / 5.57 eV

Atom charges from the Löwdin analysis, given in e for atoms 1 to 2: atom 1 (V): 0.8778, atom 2 (Cl): 0.6613